The following is a quantum chemistry calculation of a 2-piece molecular cluster, C3H6BrNO overall, from OMol25.

The geometry in XYZ format:
```
12
Properties=species:S:1:pos:R:3:forces:R:3
C -1.74737 0.33148 1.21133 4.410 0.626 3.505
C -0.70835 -0.26653 -0.99134 -0.959 -1.021 -2.100
C 0.61198 0.22303 0.98327 1.050 1.991 0.815
N -0.73465 0.09609 0.40387 -0.385 1.615 1.228
O -1.32602 0.78385 3.29825 -0.732 -0.871 -4.184
Br -3.42164 0.17611 0.75544 -2.480 -0.238 -0.843
H 0.18490 -0.90355 -1.25425 -1.041 0.539 0.684
H -1.65645 -0.78214 -1.29673 0.904 0.104 0.552
H -0.68463 0.57847 -1.70523 0.233 0.129 0.793
H 0.69594 0.89509 1.88172 -1.084 -0.837 -0.712
H 0.77632 -0.77347 1.31441 1.236 -0.747 0.140
H 1.38291 0.71386 0.30880 -1.151 -1.290 0.123
```
Forces are in eV/Å.

Output
frontier orbital gap (alpha / beta): 8.81 / 8.86 eV
E: -76781.3826 eV
highest occupied orbital energy (alpha / beta): -8.8 / -8.8 eV



The following is a quantum chemistry calculation of C3H6BrNO as an isolated structure, from OMol25.

The geometry in XYZ format:
```
12
Properties=species:S:1:pos:R:3:forces:R:3
C -1.31840 -1.54963 -0.54049 2.992 1.308 1.060
C 1.59611 0.86067 -0.13894 -0.077 -2.039 -1.718
C 0.25618 0.97210 0.42545 1.990 1.229 -1.175
N -0.72425 -0.03857 0.34249 -2.088 -3.612 -0.684
O -1.68138 0.27704 1.07504 -2.267 0.344 1.400
Br 0.11500 2.31776 1.68427 -0.313 0.195 0.210
H -0.33779 -2.12356 -0.38877 -1.862 0.455 -0.847
H -2.08508 -1.81336 0.18053 0.339 0.256 0.262
H -1.79671 -1.48494 -1.53680 0.967 0.481 0.346
H 1.63567 0.12837 -0.99790 0.011 -0.009 1.299
H 2.40673 0.76238 0.56198 0.283 -0.845 0.672
H 1.93391 1.69174 -0.66686 0.026 2.238 -0.825
```
Forces are in eV/Å.

Output
2S+1: 3
frontier orbital gap (alpha / beta): 6.52 / 8.64 eV
E: -76781.4606 eV
highest occupied orbital energy (alpha / beta): -6.1 / -9.3 eV



The following is a quantum chemistry calculation of a 2-piece molecular cluster, C3H6BrNO2 overall, from OMol25.

The geometry in XYZ format:
```
13
Properties=species:S:1:pos:R:3:forces:R:3
C -1.43426 0.48118 0.95996 1.490 2.569 4.025
C -0.79784 -0.36754 -0.13020 0.468 0.670 -0.285
C 0.26568 0.25488 -1.04393 -0.382 -2.044 1.394
N 2.37580 -0.42772 -0.03907 -2.272 0.387 -0.793
O 2.95314 0.38722 0.57859 0.977 0.769 0.732
O 2.51267 -1.59604 -0.16673 0.343 -0.656 -0.056
Br 0.62960 -0.60185 -2.63485 -0.101 -0.413 -0.529
H -0.76210 1.33337 1.43201 -0.220 -2.131 -0.602
H -1.73756 -0.17212 1.86108 0.305 1.071 -1.508
H -2.22370 1.25185 0.79226 -0.199 -1.480 -1.020
H -1.70476 -0.48656 -0.68290 -0.234 -1.140 -1.354
H -0.40550 -1.34005 0.23517 -0.489 0.573 -0.168
H 0.32882 1.28337 -1.16140 0.314 1.827 0.162
```
Forces are in eV/Å.

Output
frontier orbital gap (alpha / beta): 9.14 / 7.57 eV
E: -78830.0355 eV
highest occupied orbital energy (alpha / beta): -9.6 / -8.6 eV



The following is a quantum chemistry calculation of a 2-piece molecular cluster, C3H6BrNO4 overall, from OMol25.

The geometry in XYZ format:
```
15
Properties=species:S:1:pos:R:3:forces:R:3
C 0.30997 -1.41638 -0.21231 -3.765 -0.650 -2.743
C 0.74929 1.13074 0.15680 1.268 1.687 -2.533
C 0.14125 0.01390 -0.62577 -1.851 -0.708 -0.922
N -2.29258 1.02890 0.26869 -0.943 0.486 0.872
O -3.08577 1.29330 1.10995 0.280 -0.485 0.482
O -2.48021 1.82132 -0.78272 2.285 -1.095 -3.067
O 0.49173 2.36137 -0.46466 0.411 -0.587 -0.149
O -0.49350 0.25344 -1.64653 0.905 -0.007 0.702
Br 2.71526 0.73556 0.08896 -0.231 0.015 0.131
H -0.65886 -2.08705 -0.44482 2.097 1.913 0.330
H 0.61077 -1.65111 0.71493 0.964 -0.174 3.678
H 1.07610 -1.77196 -0.82417 1.263 -0.832 -1.332
H 0.52734 1.28721 1.14535 -0.557 -0.821 2.612
H 1.10850 3.00263 -0.08352 -0.269 0.004 -0.067
H -1.74620 1.43071 -1.48060 -1.856 1.255 2.005
```
Forces are in eV/Å.

Output
frontier orbital gap: 9.79 eV
E: -82927.0979 eV
highest occupied orbital energy: -10.1 eV



no.,strongest force on any atom (hartree/bohr)
1,0.1102
2,0.0822
3,0.0973
4,0.0915